(1)
DFT (ωB97M-V/def2-TZVPD) results for a structure of composition C8H13NO2.

```
24
Properties=species:S:1:pos:R:3:lowdin_charge:R:1
C -1.262 -1.065 -3.936 0.1055
C -0.363 0.020 -1.886 -0.5503
C -0.058 -0.102 -0.444 -0.1692
C -0.269 -1.277 0.201 -0.0234
C -0.058 -1.608 1.665 -0.0963
C 0.071 -0.069 2.347 -0.1165
C 1.305 1.931 2.218 -0.1273
C 0.469 1.059 0.223 -0.1788
H -2.493 -1.444 -3.944 0.1804
H -0.898 -1.801 -4.310 -0.0372
H -0.968 -0.149 -4.134 0.0195
H -0.619 -2.330 -0.469 0.1884
H 1.074 -2.118 1.717 0.1777
H -0.612 -1.842 2.388 -0.0014
H -1.097 0.276 2.181 0.1975
H 0.684 -0.112 2.980 -0.0159
H 1.618 1.536 3.007 -0.0150
H 2.163 2.600 1.357 0.1986
H 0.445 2.624 2.459 0.1008
H -0.341 1.875 0.023 0.1720
H 1.319 1.423 -0.265 0.0971
N 1.059 0.713 1.573 -0.2057
O -0.860 -1.104 -2.431 -0.0702
O -0.307 0.965 -2.519 0.1696
```

* highest occupied orbital energy: -9.04 eV
* relative energy (zero: lowest compared OMol25 entry of this formula, charge and spin): 231.6 kcal per mole

(2)
DFT (ωB97M-V/def2-TZVPD) results for an isolated molecule of C8H13NO3S2.

```
27
Properties=species:S:1:pos:R:3:lowdin_charge:R:1
C -1.589 0.745 1.778 0.0205
C -1.975 0.133 0.407 -0.5079
C -2.909 -1.139 0.463 0.0085
C -2.654 1.150 -0.489 -0.0494
O -0.764 -0.353 -0.197 0.0389
C 0.209 0.390 -0.634 -0.5011
O -0.103 1.611 -1.038 0.1401
N 1.356 -0.131 -0.883 0.0798
C 1.611 -1.502 -0.703 -0.0991
C 2.789 -1.951 -0.134 -0.0827
O 3.706 -1.091 0.457 -0.1431
C 4.086 0.076 0.058 -1.2446
S 4.881 1.069 1.112 0.6116
S 4.118 0.477 -1.689 0.7184
H -0.753 1.312 1.573 0.0561
H -2.398 1.376 2.124 0.0965
H -1.287 0.027 2.526 0.0913
H -2.661 -1.997 -0.175 0.0954
H -3.907 -0.805 0.447 0.0598
H -2.769 -1.627 1.410 0.0690
H -2.609 1.003 -1.654 0.1415
H -3.662 1.084 -0.208 0.0514
H -2.372 2.203 -0.320 0.0898
H 0.518 1.788 -1.736 0.1309
H 0.755 -2.161 -0.773 0.1119
H 3.124 -2.955 0.059 0.1158
H 5.261 1.267 -1.781 -0.0992
```

* highest occupied orbital energy: -8.14 eV
* relative energy (zero: lowest compared OMol25 entry of this formula, charge and spin): 39.1 kcal per mole
* structure (SMILES): CC(C)(C)O/C(O)=N\C=C/OC(=S)S

(3)
DFT (ωB97M-V/def2-TZVPD) results for an isolated molecule of C8H13NO3Si.

```
26
Properties=species:S:1:pos:R:3:lowdin_charge:R:1
C 1.978 0.017 0.779 -0.0188
C 0.605 -1.722 -0.197 -0.0299
C 3.140 -0.848 0.601 -0.1352
C 1.744 -2.497 -0.328 -0.1057
C 0.742 -0.425 0.328 -0.2874
C 0.032 1.809 0.864 -0.1178
C -1.579 -0.224 1.275 -0.0657
C -0.456 0.430 0.434 -0.5005
N 2.960 -2.036 0.017 0.1512
O -2.450 2.088 -1.327 -0.0558
O -2.406 -0.450 -1.673 -0.0915
O -0.198 0.854 -2.418 -0.0507
Si -1.390 0.807 -1.322 0.2937
H 2.341 0.757 1.437 0.0913
H -0.399 -2.129 -0.390 0.1188
H 4.026 -0.682 1.189 0.0922
H 1.642 -3.397 -0.787 0.0783
H -0.779 2.550 0.699 0.0682
H 0.486 1.835 1.919 0.1081
H 0.820 2.094 0.055 0.1130
H -1.008 -0.826 2.008 0.0982
H -2.135 0.433 1.858 0.0483
H -2.278 -0.778 0.583 0.0775
H -3.118 2.005 -0.709 0.0196
H -2.201 -1.311 -1.970 0.0419
H -0.118 1.648 -2.926 0.0586
```

* highest occupied orbital energy (alpha / beta): -5.05 / -8.97 eV
* spin multiplicity: 3

(4)
DFT (ωB97M-V/def2-TZVPD) results for a structure of composition C8H13NP.

```
23
Properties=species:S:1:pos:R:3:lowdin_charge:R:1
C -0.922 0.957 3.220 -0.0330
C -0.013 -0.067 3.010 -0.0148
C -1.513 1.586 2.135 -0.0367
C 0.319 -0.462 1.728 -0.0119
C -1.180 1.204 0.850 -0.0652
C -0.251 0.181 0.625 -0.2587
C 1.183 -1.206 -0.965 -0.1127
C 0.192 -0.105 -0.748 -0.5928
N -1.264 -0.773 -1.652 0.1577
P 0.455 1.475 -1.748 0.9174
H -1.161 1.267 4.226 0.1256
H 0.452 -0.559 3.851 0.1266
H -2.223 2.380 2.290 0.1202
H 1.050 -1.241 1.596 0.1107
H -1.635 1.708 0.008 0.0908
H 1.350 -1.386 -2.026 0.0803
H 2.139 -0.913 -0.531 0.1028
H 0.869 -2.132 -0.490 0.0892
H -1.364 -1.753 -1.393 0.1275
H -1.105 -0.682 -2.655 0.1136
H -2.088 -0.245 -1.369 0.1135
H 1.519 1.891 -0.945 -0.0646
H 1.304 0.871 -2.683 -0.0854
```

* highest occupied orbital energy (alpha / beta): -9.19 / -13.43 eV
* spin multiplicity: 3
* relative energy (zero: lowest compared OMol25 entry of this formula, charge and spin): 0.0 kcal per mole
* net charge: +1

(5)
DFT (ωB97M-V/def2-TZVPD) results for an isolated molecule of C8H13O4P.

```
26
Properties=species:S:1:pos:R:3:lowdin_charge:R:1
C -5.281 -0.013 -0.004 -0.1002
C -4.404 -0.707 -1.041 -0.1316
C -3.134 -0.515 -0.863 -0.0615
C -1.988 -0.078 -0.503 0.0475
C -0.725 0.249 -0.135 -0.1800
C -0.350 0.925 1.191 -0.0235
O 0.535 -0.345 -0.772 -0.1837
P 2.257 -0.146 -0.552 0.4745
O 3.054 -0.689 -1.659 -0.2248
O 2.397 1.368 -0.134 -0.2380
C 3.610 1.976 -0.500 -0.1533
O 2.609 -0.801 0.869 -0.2095
C 2.830 -2.196 0.722 -0.1304
H -5.982 -0.637 0.438 0.0292
H -6.026 0.673 -0.483 0.0807
H -4.697 0.554 0.824 0.1142
H -4.698 -1.505 -1.716 0.1057
H 0.111 1.821 0.992 0.0518
H 0.172 0.357 1.891 0.0706
H -1.254 1.045 1.649 0.0477
H 4.577 1.490 -0.002 0.1219
H 3.768 3.074 -0.329 0.0864
H 3.762 1.803 -1.713 0.1358
H 1.916 -2.894 0.898 0.1350
H 3.741 -2.343 1.201 0.0658
H 3.201 -2.465 -0.267 0.0697
```

* highest occupied orbital energy: -8.39 eV
* relative energy (zero: lowest compared OMol25 entry of this formula, charge and spin): 70.8 kcal per mole
* structure (SMILES): CC=C=C=C(C)OP(=O)(OC)OC

(6)
DFT (ωB97M-V/def2-TZVPD) results for an isolated molecule of C8H13PS.

```
23
Properties=species:S:1:pos:R:3:lowdin_charge:R:1
C -0.790 1.973 -1.325 -0.1769
C 0.546 1.354 -0.621 -0.4770
P 0.195 0.739 1.022 0.9968
C 0.995 -0.994 0.967 -0.4506
C 0.314 -1.985 1.960 -0.1710
C -1.839 0.102 0.547 -0.6307
C -2.216 -0.813 -0.378 -0.2440
C -3.565 -0.682 -0.842 -0.2017
C -4.216 0.263 -0.195 -0.3921
S -3.174 1.172 0.916 0.9183
H -1.622 1.293 -1.301 -0.0144
H -1.292 2.842 -0.723 0.0841
H -0.673 2.239 -2.432 0.0848
H 1.255 2.232 -0.619 0.0733
H 0.879 0.635 -1.377 0.0665
H 1.019 -1.488 0.031 0.0396
H 2.071 -1.073 1.203 0.0729
H 0.636 -2.999 1.697 0.0726
H 0.508 -1.590 2.986 0.0818
H -0.711 -2.073 1.769 0.0147
H -1.444 -1.457 -0.805 0.1070
H -4.065 -1.142 -1.683 0.1064
H -5.166 0.695 -0.242 0.0395
```

* highest occupied orbital energy: -8.82 eV
* relative energy (zero: lowest compared OMol25 entry of this formula, charge and spin): 25.4 kcal per mole
* structure (SMILES): CCP(CC)c1cccs1

(7)
DFT (ωB97M-V/def2-TZVPD) results for an isolated molecule of C8H14.

```
22
Properties=species:S:1:pos:R:3:lowdin_charge:R:1
C 2.802 -0.469 -0.894 -0.1187
C 1.939 0.743 -1.076 -0.1613
C 0.862 1.111 -0.318 -0.1094
C -0.140 0.177 0.017 -0.1831
C -0.057 -1.153 -1.129 -0.0114
C -1.199 0.247 0.826 -0.3243
C -1.788 1.547 1.298 -0.0572
C -1.958 -0.980 1.255 -0.0661
H 3.793 -0.153 -0.557 0.0781
H 2.938 -1.002 -1.838 0.0723
H 2.393 -1.158 -0.160 0.0705
H 2.438 1.535 -1.632 0.0912
H 0.678 2.173 -0.169 0.0993
H -1.075 -1.179 -1.506 0.0550
H 0.137 -2.025 -0.509 0.0489
H 0.583 -1.156 -2.004 0.0490
H -1.704 1.628 2.384 0.0809
H -2.854 1.589 1.053 0.0866
H -1.293 2.408 0.857 0.0640
H -1.311 -1.854 1.326 0.0738
H -2.761 -1.206 0.547 0.0857
H -2.421 -0.826 2.229 0.0764
```

* highest occupied orbital energy: -7.58 eV
* relative energy (zero: lowest compared OMol25 entry of this formula, charge and spin): 60.7 kcal per mole
* structure (SMILES): C/C=C\C(C)=C(C)C

(8)
DFT (ωB97M-V/def2-TZVPD) results for a structure of composition C8H14B3F4NO11S2.

```
43
Properties=species:S:1:pos:R:3:lowdin_charge:R:1
N -2.706 -0.218 1.626 0.1144
C -2.124 -1.026 0.875 -0.2637
C -1.632 -0.641 -0.497 -0.0156
B -0.081 -0.412 -0.437 -0.5337
O 0.619 0.214 -1.471 0.2503
B 1.674 -0.628 -1.833 -0.3130
O 2.508 -0.994 -0.822 0.3194
B 1.980 -0.499 0.351 -0.4282
C 2.907 0.402 1.310 -0.3473
F 3.975 0.816 0.592 0.1059
F 3.385 -0.287 2.346 0.1506
C 2.246 1.667 1.864 -0.3334
F 1.808 1.476 3.084 0.1474
F 1.213 2.036 1.088 0.1133
O 0.686 -0.807 0.642 0.3526
H -2.782 0.681 1.154 0.0532
H -1.926 -2.047 1.162 0.1045
H -2.082 0.282 -0.836 0.1193
H -1.782 -1.440 -1.212 0.1240
H 1.740 -1.010 -2.950 0.1261
H 2.980 2.464 1.872 0.1695
C 3.688 3.348 -2.284 -0.1621
C 4.833 3.286 -1.296 -0.1711
O 5.925 3.917 -1.976 -0.1833
S 5.365 5.077 -2.933 0.6008
O 5.471 6.320 -2.266 -0.2138
O 5.891 4.877 -4.230 -0.2119
O 3.823 4.628 -2.911 -0.1851
H 3.781 2.575 -3.050 0.1362
H 2.716 3.269 -1.803 0.1334
H 5.096 2.270 -1.024 0.1218
H 4.613 3.861 -0.393 0.1339
C -6.589 -3.163 1.724 -0.1594
C -6.538 -4.656 1.970 -0.1617
O -5.569 -5.136 1.028 -0.1861
S -4.437 -4.023 0.811 0.5817
O -3.325 -4.325 1.635 -0.2181
O -4.294 -3.794 -0.579 -0.2189
O -5.228 -2.796 1.466 -0.1931
H -7.185 -2.923 0.842 0.1343
H -6.966 -2.611 2.581 0.1367
H -7.494 -5.143 1.802 0.1352
H -6.183 -4.885 2.977 0.1348
```

* highest occupied orbital energy: -9.96 eV

Please write out number 2 again, unchanged.
DFT (ωB97M-V/def2-TZVPD) results for an isolated molecule of C8H13NO3S2.

```
27
Properties=species:S:1:pos:R:3:lowdin_charge:R:1
C -1.589 0.745 1.778 0.0205
C -1.975 0.133 0.407 -0.5079
C -2.909 -1.139 0.463 0.0085
C -2.654 1.150 -0.489 -0.0494
O -0.764 -0.353 -0.197 0.0389
C 0.209 0.390 -0.634 -0.5011
O -0.103 1.611 -1.038 0.1401
N 1.356 -0.131 -0.883 0.0798
C 1.611 -1.502 -0.703 -0.0991
C 2.789 -1.951 -0.134 -0.0827
O 3.706 -1.091 0.457 -0.1431
C 4.086 0.076 0.058 -1.2446
S 4.881 1.069 1.112 0.6116
S 4.118 0.477 -1.689 0.7184
H -0.753 1.312 1.573 0.0561
H -2.398 1.376 2.124 0.0965
H -1.287 0.027 2.526 0.0913
H -2.661 -1.997 -0.175 0.0954
H -3.907 -0.805 0.447 0.0598
H -2.769 -1.627 1.410 0.0690
H -2.609 1.003 -1.654 0.1415
H -3.662 1.084 -0.208 0.0514
H -2.372 2.203 -0.320 0.0898
H 0.518 1.788 -1.736 0.1309
H 0.755 -2.161 -0.773 0.1119
H 3.124 -2.955 0.059 0.1158
H 5.261 1.267 -1.781 -0.0992
```

* highest occupied orbital energy: -8.14 eV
* relative energy (zero: lowest compared OMol25 entry of this formula, charge and spin): 39.1 kcal per mole
* structure (SMILES): CC(C)(C)O/C(O)=N\C=C/OC(=S)S